The following is a quantum chemistry calculation of a structure of composition C45H35BF10InN6O2, from the OMol25 dataset.

CARTESIAN COORDINATES (ANGSTROEM)
In1 0.695 -1.697 -0.963
C1 -1.296 -4.286 -1.839
N1 0.117 -3.848 -2.085
C2 1.156 -4.858 -1.638
C3 2.298 -4.366 -0.757
N2 2.098 -3.156 -0.066
C4 3.122 -2.574 0.595
C5 4.292 -3.257 0.998
F1 4.427 -4.559 0.642
C6 5.330 -2.714 1.694
F2 6.516 -3.321 1.688
C7 5.091 -1.614 2.440
F3 6.161 -1.046 3.021
C8 3.967 -0.843 2.106
F4 3.872 0.327 2.774
C9 3.089 -1.260 1.120
F5 2.196 -0.315 0.583
C10 0.265 -3.512 -3.541
C11 1.395 -2.539 -3.904
N3 1.768 -1.690 -2.802
C12 2.932 -1.023 -3.037
C13 4.146 -1.674 -3.450
F6 4.379 -2.918 -2.989
C14 5.156 -1.127 -4.193
F7 6.229 -1.985 -4.550
C15 5.131 0.258 -4.428
F8 6.210 0.804 -5.026
C16 4.090 1.000 -3.870
F9 4.137 2.355 -4.084
C17 3.172 0.366 -2.983
F10 2.443 1.126 -2.080
H1 -1.539 -5.314 -2.265
H2 -1.908 -3.542 -2.231
H3 -1.536 -4.418 -0.750
H4 1.531 -5.463 -2.410
H5 0.635 -5.621 -1.052
H6 3.129 -4.282 -1.449
H7 2.462 -5.277 -0.088
H8 -0.723 -3.182 -3.881
H9 0.358 -4.479 -4.078
H10 1.245 -2.101 -4.936
H11 2.243 -3.203 -4.158
C18 -2.060 -3.149 2.535
C19 -1.041 -3.026 1.636
N4 -1.103 -2.163 0.536
C20 -2.183 -1.427 0.345
C21 -3.380 -1.619 1.162
C22 -3.268 -2.445 2.327
C23 -4.537 -0.775 0.970
C24 -4.475 0.153 -0.037
C25 -3.291 0.383 -0.823
C26 -2.171 -0.359 -0.607
N5 -0.943 -0.011 -1.221
C27 -1.111 0.699 -2.443
C28 -1.759 0.116 -3.632
C29 -1.935 1.000 -4.753
C30 -1.649 2.368 -4.690
C31 -0.804 2.902 -3.597
C32 -0.130 4.155 -3.625
C33 0.854 4.539 -2.686
C34 1.005 3.689 -1.576
N6 0.110 2.593 -1.386
C35 -0.605 2.030 -2.495
H12 -2.087 -3.915 3.277
H13 -0.041 -3.296 1.957
H14 -4.025 -2.488 3.060
H15 -5.421 -0.849 1.616
H16 -5.349 0.814 -0.182
H17 -3.427 1.194 -1.482
H18 -2.111 -0.893 -3.629
H19 -2.144 0.587 -5.814
H20 -1.934 2.975 -5.508
H21 -0.274 4.800 -4.493
H22 1.442 5.516 -2.710
H23 1.721 3.953 -0.761
C36 -2.305 5.055 5.705
C37 -2.890 3.714 5.272
C38 -4.382 4.024 4.891
C39 -2.990 2.740 6.483
C40 -1.941 3.122 4.126
C41 -0.638 2.784 4.445
C42 0.249 2.209 3.476
C43 -0.174 2.366 2.179
O1 0.485 2.039 1.041
B1 -0.368 2.305 -0.051
O2 -1.649 2.563 0.454
C44 -1.426 2.757 1.845
C45 -2.378 3.080 2.747
H24 -1.696 5.516 4.905
H25 -1.621 4.871 6.574
H26 -3.041 5.745 6.077
H27 -4.798 4.422 5.801
H28 -4.967 3.112 4.709
H29 -4.476 4.706 4.051
H30 -3.701 3.061 7.277
H31 -1.993 2.537 6.943
H32 -3.223 1.683 6.177
H33 -0.380 2.935 5.486
H34 1.285 2.089 3.642
H35 -3.337 3.338 2.388

Output
net charge: -1
M: 1007.425 g/mol
electronic energy: -93289.883 eV
ΔE to the lowest compared entry with this formula, charge and spin: 0.0 kcal/mol
HOMO energy (alpha / beta): -2.06 / -0.99 eV
strongest force on any atom: 3.35 eV/A
LUMO energy (alpha / beta): 1.887 / 1.118 eV
HOMO-LUMO gap (alpha / beta): 3.95 / 2.11 eV